Entry from the Open Molecules 2025 dataset: a structure of composition C35H36ClIN4OPt (ωB97M-V/def2-TZVPD).

The largest force on an atom is 0.016 Eh/bohr. As for the orbital gap (spin up / spin down): 6.64 / 6.65 eV. Its net charge is +2.

Element x y z (Å)
Pt1 -1.088 -0.467 1.539
Cl1 -2.127 -5.398 6.557
C1 -1.525 -4.099 5.612
C2 -0.161 -3.884 5.504
C3 0.326 -2.828 4.742
C4 -0.556 -2.005 4.079
O1 -0.106 -0.919 3.329
C5 -1.941 -2.194 4.179
C6 -2.959 -1.367 3.552
N1 -2.773 -0.541 2.586
C7 -3.837 0.216 2.004
C8 -4.953 0.683 2.601
C9 -5.883 1.505 1.865
C10 -5.611 1.903 0.608
C11 -4.382 1.513 -0.064
C12 -4.013 2.026 -1.265
C13 -2.751 1.627 -1.961
C14 -1.910 0.817 -0.970
N2 -2.417 0.078 0.149
C15 -3.524 0.567 0.648
C16 -2.408 -3.251 4.964
H1 0.529 -4.534 6.025
H2 1.393 -2.666 4.695
H3 -3.973 -1.483 3.929
H4 -5.150 0.485 3.648
H5 -6.786 1.827 2.363
H6 -6.291 2.556 0.076
H7 -4.704 2.690 -1.776
H8 -2.993 1.193 -2.932
H9 -1.189 0.205 -1.496
H10 -3.473 -3.415 5.065
C17 4.991 -3.268 -1.011
C18 4.847 -1.767 -0.735
C19 5.291 -0.989 -1.978
C20 5.742 -1.375 0.454
C21 3.420 -1.425 -0.345
C22 2.651 -2.277 0.447
C23 1.383 -1.908 0.837
N3 0.810 -0.737 0.506
C24 1.534 0.092 -0.294
C25 2.806 -0.232 -0.722
C26 0.771 1.273 -0.780
C27 0.699 1.599 -2.215
C28 -0.328 2.258 -2.788
C29 -1.522 2.655 -1.929
C30 -1.272 2.134 -0.495
N4 -0.029 1.741 0.094
C31 -0.322 2.649 -4.261
C32 -1.305 1.749 -5.032
C33 1.067 2.493 -4.885
C34 -0.763 4.112 -4.417
H11 6.001 -3.471 -1.366
H12 4.293 -3.607 -1.778
H13 4.845 -3.873 -0.116
H14 6.283 -1.324 -2.275
H15 5.363 0.084 -1.790
H16 4.618 -1.155 -2.821
H17 6.784 -1.583 0.210
H18 5.486 -1.946 1.349
H19 5.655 -0.311 0.684
H20 3.020 -3.244 0.757
H21 0.776 -2.582 1.429
H22 3.317 0.471 -1.364
H23 1.540 1.294 -2.822
H24 -1.763 3.710 -2.044
H25 -1.899 2.653 0.228
H26 -1.120 0.691 -4.837
H27 -1.182 1.916 -6.103
H28 -2.344 1.979 -4.793
H29 1.373 1.447 -4.949
H30 1.825 3.049 -4.332
H31 1.046 2.881 -5.903
H32 -1.794 4.271 -4.099
H33 -0.708 4.392 -5.469
H34 -0.116 4.790 -3.857
I1 1.103 0.572 5.591
C35 1.148 -0.271 3.657
H35 1.969 -0.977 3.577
H36 1.245 0.527 2.931